# 1
57
Properties=species:S:1:pos:R:3 method="wB97M-V/def2-TZVPD" orbital_gap_ev=9.77 relative_energy_kj_mol=2.37 smiles="COCCOC1CCN(C(=O)[C@H]2CCC(=O)N(Cc3cccc(F)c3)C2)CC1" multiplicity=1 e_lumo_ev=0.63 e_tot_ha=-1327.9716
C 4.27 4.80 6.09
H 3.82 5.75 5.77
O 3.41 3.72 5.82
C 3.11 3.58 4.45
C 2.19 2.38 4.28
O 1.91 2.24 2.91
C 0.85 1.35 2.60
C 0.49 1.57 1.13
H 0.15 2.60 0.99
H 1.38 1.42 0.53
C -0.62 0.61 0.69
N -0.21 -0.76 0.92
C 0.03 -1.72 0.00
O 0.44 -2.82 0.32
C -0.24 -1.38 -1.46
C -0.36 -2.68 -2.27
N -0.45 -2.40 -3.68
C 0.46 -1.58 -4.25
O 0.40 -1.23 -5.42
C 1.53 -1.15 -3.28
C 0.90 -0.51 -2.04
H 0.52 0.48 -2.30
H 1.68 -0.37 -1.29
H 2.12 -2.02 -3.00
H 2.19 -0.43 -3.78
C -1.64 -2.80 -4.40
C -2.86 -2.12 -3.83
C -3.95 -2.84 -3.36
C -5.04 -2.19 -2.80
C -5.05 -0.81 -2.69
C -3.96 -0.10 -3.17
C -2.87 -0.73 -3.74
H -2.05 -0.15 -4.12
F -3.96 1.24 -3.06
H -5.89 -0.28 -2.25
H -5.88 -2.76 -2.44
H -3.95 -3.91 -3.43
H -1.49 -2.50 -5.44
H -1.76 -3.89 -4.35
H -1.25 -3.22 -1.95
H 0.51 -3.31 -2.05
H -1.20 -0.85 -1.55
C 0.09 -1.03 2.31
C 1.23 -0.13 2.80
H 1.41 -0.33 3.86
H 2.14 -0.34 2.24
H 0.38 -2.08 2.39
H -0.81 -0.85 2.91
H -0.85 0.78 -0.35
H -1.52 0.79 1.29
H -0.02 1.58 3.24
H 2.69 1.49 4.68
H 1.27 2.55 4.85
H 4.03 3.42 3.87
H 2.62 4.48 4.06
H 4.42 4.81 7.16
H 5.23 4.68 5.58


# 2
60
Properties=species:S:1:pos:R:3 method="wB97M-V/def2-TZVPD" orbital_gap_ev=6.49 total_charge=-1 relative_energy_kj_mol=4.82 multiplicity=1 e_lumo_ev=1.98 e_tot_ha=-3856.8360
Pt 0.22 -1.44 -0.11
S -0.31 -1.36 2.22
C -1.35 0.00 1.91
N -1.61 0.99 2.68
N -0.93 1.00 3.85
C -1.03 2.07 4.71
C -1.95 3.10 4.52
C -2.02 4.14 5.42
C -1.18 4.19 6.53
C -0.26 3.17 6.72
C -0.18 2.12 5.82
N -2.09 0.03 0.71
N -1.58 -0.62 -0.24
C -2.49 -0.73 -1.35
C -3.39 0.29 -1.64
C -4.31 0.11 -2.66
C -4.34 -1.09 -3.37
C -3.44 -2.10 -3.07
C -2.50 -1.92 -2.06
H -0.18 0.33 3.95
H -2.60 3.06 3.65
H -2.75 4.93 5.26
H -1.25 5.01 7.23
H 0.40 3.19 7.57
H 0.55 1.33 5.97
H -3.35 1.20 -1.07
H -5.00 0.90 -2.90
H -5.06 -1.23 -4.16
H -3.45 -3.03 -3.62
H -1.77 -2.68 -1.81
C 3.57 -0.34 2.57
C 3.41 -0.52 1.07
C 4.70 -0.19 0.32
O 2.36 0.33 0.61
C 3.08 -2.01 0.78
O 3.96 -2.81 1.11
O 1.99 -2.37 0.21
H 3.91 0.68 2.79
H 4.30 -1.06 2.96
H 2.61 -0.50 3.06
H 4.98 0.85 0.52
H 4.55 -0.31 -0.75
H 5.50 -0.84 0.65
H 2.73 1.21 0.49
C 1.94 -0.64 -4.94
Ge 0.34 -1.09 -3.88
C -0.92 0.35 -4.31
C -0.27 -2.79 -4.67
C 0.97 -1.28 -2.05
H 1.71 -0.58 -6.01
H 2.72 -1.40 -4.80
H 2.35 0.32 -4.63
H -0.98 0.47 -5.40
H -0.54 1.29 -3.89
H -1.92 0.19 -3.93
H -0.61 -2.64 -5.70
H -1.08 -3.26 -4.11
H 0.57 -3.49 -4.68
H 1.64 -0.41 -1.94
H 1.65 -2.14 -2.13


# 3
60
Properties=species:S:1:pos:R:3 method="wB97M-V/def2-TZVPD" s_squared=2.014 orbital_gap_ev="6.81 / 7.10" multiplicity=3 e_lumo_ev="-0.51 / -0.61" e_tot_ha=-2079.7808
Mo -0.26 0.45 0.04
S 0.71 2.87 -0.35
C 1.75 1.87 -1.27
C 2.85 2.30 -2.05
C 3.61 1.37 -2.71
C 3.30 0.01 -2.63
C 2.22 -0.36 -1.87
N 1.47 0.54 -1.22
H 3.06 3.36 -2.09
H 4.45 1.70 -3.30
H 3.88 -0.74 -3.14
H 1.92 -1.39 -1.76
C -4.37 0.56 -5.46
O -5.23 0.46 -4.33
C -4.66 0.52 -3.11
C -5.56 0.42 -2.03
C -5.08 0.46 -0.76
C -3.70 0.59 -0.48
C -3.22 0.61 0.87
C -4.17 0.64 2.03
O -2.01 0.59 1.17
C -2.80 0.69 -1.58
O -1.52 0.86 -1.43
C -3.31 0.66 -2.89
H -5.02 0.50 -6.33
H -3.65 -0.26 -5.48
H -3.84 1.51 -5.47
H -6.62 0.31 -2.24
H -5.77 0.39 0.07
H -4.90 1.45 1.93
H -3.60 0.76 2.95
H -4.72 -0.30 2.08
H -2.59 0.75 -3.70
C 2.73 0.32 4.28
C 1.89 -0.70 3.51
C 1.44 -1.84 4.41
O 2.62 -1.20 2.39
C 0.65 0.04 2.99
O -0.23 0.38 3.73
O 0.68 0.32 1.70
H 3.61 -0.17 4.70
H 2.15 0.75 5.09
H 3.06 1.12 3.61
H 2.32 -2.33 4.84
H 0.88 -2.58 3.84
H 0.82 -1.47 5.22
H 3.42 -1.61 2.73
C -2.19 -2.64 0.41
Si -0.61 -2.05 -0.45
C -0.87 -2.37 -2.30
C 0.76 -3.18 0.18
H -2.31 -3.72 0.26
H -3.08 -2.15 0.01
H -2.15 -2.45 1.48
H -0.99 -3.44 -2.48
H -0.04 -2.02 -2.92
H -1.77 -1.87 -2.64
H 0.51 -4.22 0.01
H 0.90 -3.03 1.26
H 1.74 -2.99 -0.28


# 4
59
Properties=species:S:1:pos:R:3 method="wB97M-V/def2-TZVPD" orbital_gap_ev=9.47 relative_energy_kj_mol=53.30 smiles="CC[C@H](C(=O)NC(C)(C)C)N(Cc1cccs1)C(=O)CNS(=O)(=O)c1ccccc1" multiplicity=1 e_lumo_ev=0.43 e_tot_ha=-2079.2543
C -0.31 -2.34 -3.75
H -0.12 -1.42 -4.29
H -1.37 -2.41 -3.54
C 0.50 -2.35 -2.45
C 0.10 -1.18 -1.55
N 0.52 -1.40 -0.17
C -0.43 -1.41 0.79
O -1.62 -1.26 0.54
C -0.04 -1.64 2.25
N -0.97 -0.90 3.08
S -0.70 0.77 2.88
O 0.04 1.24 4.01
O -0.08 0.98 1.59
C -2.34 1.48 2.88
C -2.74 2.26 3.94
C -4.00 2.81 3.93
C -4.85 2.58 2.85
C -4.43 1.79 1.79
C -3.16 1.23 1.80
H -2.82 0.61 0.99
H -5.09 1.61 0.96
H -5.83 3.02 2.84
H -4.33 3.43 4.75
H -2.05 2.42 4.76
H -1.91 -1.10 2.78
H 0.96 -1.30 2.50
H -0.13 -2.70 2.49
C 1.95 -1.46 0.06
C 2.50 -2.85 0.03
C 3.53 -3.31 -0.73
C 3.81 -4.68 -0.52
C 2.97 -5.25 0.38
S 1.84 -4.12 1.01
H 2.94 -6.26 0.72
H 4.59 -5.21 -1.03
H 4.08 -2.69 -1.41
H 2.43 -0.88 -0.73
H 2.19 -0.97 1.01
H -0.99 -1.10 -1.53
C 0.68 0.16 -2.06
O 1.43 0.21 -3.02
N 0.25 1.20 -1.34
H -0.19 1.02 -0.44
C 0.72 2.58 -1.50
C -0.11 3.44 -0.54
H 0.22 4.48 -0.59
H -1.16 3.40 -0.81
H 0.00 3.08 0.47
C 0.49 3.03 -2.95
H 0.81 4.07 -3.06
H -0.56 2.95 -3.21
H 1.07 2.41 -3.62
C 2.20 2.66 -1.13
H 2.78 2.02 -1.80
H 2.34 2.32 -0.11
H 2.56 3.68 -1.22
H 1.56 -2.28 -2.69
H 0.32 -3.29 -1.91
H -0.02 -3.18 -4.37